{"formula": "C34H90N4O18", "method": "the ωB97M-V functional and the def2-TZVPD basis", "orbital_gap_ev": 8.87, "smiles": "COCCNCCOC.COCCNCCOC.COCCNCCOC.COCCNCCOC.OCCO.OCCO.OCCO.OCCO.OCCO", "relative_energy_ev": 0.584, "e_homo_ha": -0.317, "charge": 0, "species": ["C", "O", "C", "C", "N", "C", "C", "O", "C", "H", "H", "H", "H", "H", "H", "H", "H", "H", "H", "H", "H", "H", "H", "H", "C", "O", "C", "C", "N", "C", "C", "O", "C", "H", "H", "H", "H", "H", "H", "H", "H", "H", "H", "H", "H", "H", "H", "H", "C", "O", "C", "C", "N", "C", "C", "O", "C", "H", "H", "H", "H", "H", "H", "H", "H", "H", "H", "H", "H", "H", "H", "H", "C", "O", "C", "C", "N", "C", "C", "O", "C", "H", "H", "H", "H", "H", "H", "H", "H", "H", "H", "H", "H", "H", "H", "H", "O", "C", "C", "O", "H", "H", "H", "H", "H", "H", "O", "C", "C", "O", "H", "H", "H", "H", "H", "H", "O", "C", "C", "O", "H", "H", "H", "H", "H", "H", "O", "C", "C", "O", "H", "H", "H", "H", "H", "H", "O", "C", "C", "O", "H", "H", "H", "H", "H", "H"], "xyz": [[-10.11224, 6.91348, 1.19211], [-10.52176, 5.56550, 1.22088], [-9.55822, 4.64195, 0.73478], [-8.45506, 4.37830, 1.76779], [-7.36760, 3.58848, 1.19266], [-6.57403, 4.28838, 0.18489], [-5.35025, 3.44651, -0.18420], [-4.59857, 3.20617, 0.97869], [-3.33632, 2.66845, 0.67999], [-9.69684, 7.27128, 2.14220], [-11.00415, 7.52040, 1.04575], [-9.33446, 7.07924, 0.44311], [-9.10396, 5.08328, -0.15964], [-10.11745, 3.77174, 0.40222], [-8.88812, 3.78316, 2.57205], [-8.09935, 5.32865, 2.18471], [-6.73279, 3.36054, 1.95065], [-6.30113, 5.31482, 0.47121], [-7.19807, 4.43203, -0.70010], [-4.74165, 4.02030, -0.89555], [-5.71863, 2.55745, -0.70554], [-3.24130, 1.64142, 0.31278], [-2.71930, 2.72328, 1.57919], [-2.83046, 3.31570, -0.05173], [0.57372, -2.84737, -4.21121], [0.12078, -1.68087, -4.84389], [-0.59505, -1.81222, -6.04206], [-0.64758, -0.38372, -6.65808], [-1.46462, 0.52873, -5.85121], [-2.92171, 0.35893, -6.05078], [-3.62325, 0.92320, -4.83314], [-3.48115, -0.03105, -3.80776], [-3.75874, 0.45280, -2.51150], [1.14970, -2.53565, -3.34079], [1.22346, -3.50016, -4.80396], [-0.28262, -3.44442, -3.87632], [-1.59740, -2.19712, -5.81284], [-0.16961, -2.50184, -6.78055], [-0.98154, -0.43624, -7.69515], [0.36983, 0.00664, -6.61669], [-1.32292, 0.12362, -4.92328], [-3.16840, -0.70457, -6.13352], [-3.22735, 0.87104, -6.96324], [-4.69538, 1.05453, -5.04089], [-3.25530, 1.91917, -4.56299], [-3.75701, -0.38396, -1.81633], [-4.73398, 0.94822, -2.54577], [-2.97895, 1.14413, -2.17200], [1.85920, -4.35295, 0.54400], [1.81676, -5.69568, 0.97651], [0.52234, -6.25628, 0.90968], [0.59252, -7.62626, 1.61184], [-0.35006, -8.53177, 0.94791], [-0.42198, -9.82476, 1.60189], [-1.10867, -10.80768, 0.65151], [-0.16859, -11.37794, -0.24411], [-0.78024, -12.14186, -1.27089], [1.15748, -3.79820, 1.17522], [1.58489, -4.18394, -0.50188], [2.85299, -3.93614, 0.69868], [0.22608, -6.38843, -0.13492], [-0.20031, -5.64074, 1.45537], [0.35918, -7.51083, 2.66813], [1.62217, -7.97679, 1.47244], [-0.06260, -8.62711, -0.01813], [-1.07708, -9.79317, 2.47309], [0.56577, -10.24874, 1.81998], [-1.92199, -10.31830, 0.10457], [-1.53417, -11.66730, 1.19257], [-1.48835, -11.62758, -1.92088], [-1.28606, -12.94662, -0.71493], [0.00651, -12.63932, -1.83236], [2.74978, 3.54647, 2.68992], [4.07633, 3.18350, 3.00944], [4.48042, 1.86301, 2.67410], [5.78137, 1.52483, 3.40319], [6.25831, 0.22513, 2.90231], [7.27060, -0.30539, 3.83777], [8.51265, 0.56143, 3.96807], [9.59047, -0.27702, 4.29900], [10.81957, 0.44644, 4.22818], [2.54369, 3.45754, 1.61684], [2.65936, 4.58789, 2.98978], [2.06665, 2.90009, 3.24952], [4.73615, 1.97474, 1.60880], [3.66386, 1.14419, 2.79593], [5.52988, 1.40945, 4.46565], [6.54112, 2.27366, 3.19996], [5.51570, -0.46405, 2.88553], [7.54526, -1.28218, 3.42780], [6.80119, -0.54388, 4.80046], [8.31406, 1.32990, 4.73028], [8.70600, 1.18125, 3.08280], [11.01036, 0.71273, 3.18838], [11.58982, -0.21101, 4.62192], [10.77336, 1.33070, 4.86731], [0.18710, 7.17038, 0.25640], [0.48490, 6.39839, 1.42918], [-0.36642, 5.15131, 1.44827], [0.06601, 4.26793, 0.38930], [0.53267, 8.05239, 0.42435], [1.55207, 6.16011, 1.45029], [0.26039, 7.01922, 2.30351], [-1.34882, 5.52500, 1.13468], [-0.36607, 4.57245, 2.36647], [-0.37114, 4.59992, -0.44182], [1.04683, -1.22943, -0.00994], [0.40442, -0.17233, -0.77521], [0.86368, 1.18466, -0.28003], [0.07348, 1.55894, 0.85699], [1.98886, -1.22028, -0.24428], [0.79270, -0.33217, -1.78741], [-0.66198, -0.37398, -0.77475], [0.62316, 1.92291, -1.05437], [1.93482, 1.22504, -0.07183], [-0.14257, 2.49507, 0.69168], [1.36319, 6.41397, -2.55614], [1.45996, 4.98838, -2.61483], [0.08934, 4.46404, -3.02846], [-0.87728, 4.79843, -2.03321], [0.92244, 6.65041, -1.72573], [2.24131, 4.70662, -3.31237], [1.68708, 4.64688, -1.60428], [0.13613, 3.36751, -3.05142], [-0.20317, 4.77788, -4.02851], [-1.75266, 5.00484, -2.36154], [-1.32240, -2.37557, 0.89349], [-1.45577, -2.55081, 2.31517], [-1.32449, -1.26567, 3.12006], [0.02632, -0.85811, 3.20169], [-0.44680, -1.98796, 0.68771], [-2.37596, -3.08583, 2.57223], [-0.71325, -3.32718, 2.53851], [-1.61930, -1.48151, 4.14946], [-1.95034, -0.47154, 2.70627], [0.30933, -0.37104, 2.42265], [6.42485, -2.16965, -1.01575], [5.67533, -1.98341, 0.16585], [4.66389, -0.84674, 0.01680], [3.66076, -1.11698, -0.94138], [7.27801, -1.73571, -0.99012], [5.20293, -2.91727, 0.47601], [6.35303, -1.73092, 0.98804], [5.20669, 0.07954, -0.19826], [4.18562, -0.70367, 0.98885], [4.12607, -1.31775, -1.76542]], "mulliken_charge": [-0.71, -0.39, -0.42, -0.50, -0.34, -0.81, -0.13, -0.40, -0.21, 0.26, 0.25, 0.32, 0.32, 0.30, 0.31, 0.33, 0.25, 0.36, 0.33, 0.31, 0.14, 0.24, 0.26, -0.09, -0.72, -0.19, -0.55, -0.76, -0.33, -0.52, -0.60, -0.38, -0.52, 0.04, 0.36, 0.34, 0.33, 0.45, 0.42, 0.28, 0.20, 0.29, 0.41, 0.45, 0.25, 0.34, 0.34, 0.07, -0.02, -0.39, -0.10, -0.78, -0.30, -0.48, -0.73, -0.32, -0.72, -0.03, 0.27, -0.03, 0.25, 0.09, 0.31, 0.36, 0.26, 0.32, 0.32, 0.36, 0.49, 0.28, 0.31, 0.25, -0.41, -0.46, -0.23, -0.76, -0.11, -0.72, -0.59, -0.34, -0.75, 0.13, 0.22, 0.31, 0.18, 0.28, 0.35, 0.28, 0.22, 0.42, 0.36, 0.36, 0.40, 0.32, 0.26, 0.31, -0.52, -0.56, -0.51, 0.22, 0.29, 0.28, 0.44, 0.25, 0.43, -0.11, -0.23, -0.64, 0.88, -0.22, -0.11, 0.19, 0.30, -0.41, 0.05, 0.04, -0.60, -0.28, -0.22, -0.54, 0.38, 0.42, -0.04, 0.12, 0.44, 0.22, -0.50, -0.23, -0.24, -0.59, 0.32, 0.39, 0.16, 0.43, 0.04, 0.18, -0.58, -0.22, 0.36, -0.39, 0.34, 0.11, 0.13, 0.30, -0.20, 0.27]}